1.
Entry from the Open Molecules 2025 dataset: C7H10 in the gas phase (ωB97M-V with the def2-TZVPD basis set).

The geometry in ORCA input format:
```
! wB97M-V def2-TZVPD RIJCOSX def2/J DEFGRID3
* xyz 0 1
H 0.019 2.104 0.605
H 1.462 1.942 -0.419
H 0.240 -2.616 0.916
C 0.669 -0.708 -0.986
C -0.352 1.361 -1.508
H 0.378 -0.142 -3.078
C 0.230 0.051 -2.016
C 0.489 1.497 -0.179
C -0.477 -1.916 1.354
C 0.560 0.021 0.162
C 0.145 -0.528 1.489
H -1.417 1.297 -1.244
H -1.339 -1.878 0.680
H -0.810 -2.301 2.322
H 1.007 -0.554 2.173
H -0.237 2.192 -2.216
H -0.565 0.177 1.944
*
```

As for the calculated total energy: -272.5858 Ha. For the relative energy (zero: lowest compared OMol25 entry of this formula, charge and spin), the calculation gives 346.98 kJ/mol. Its SMILES is CCC1=C=CCC1.


2.
Entry from the Open Molecules 2025 dataset: C7H10 in the gas phase (ωB97M-V with the def2-TZVPD basis set).

The geometry in ORCA input format:
```
! wB97M-V def2-TZVPD RIJCOSX def2/J DEFGRID3
* xyz 0 1
C -0.497 -0.260 1.819
H 1.920 -1.068 -0.639
C -0.225 -0.948 -1.314
H -0.833 -1.776 -0.925
H -1.969 0.427 -1.889
H 0.125 -1.248 -2.312
H -0.533 0.515 2.596
H -0.732 2.367 -0.712
C 0.963 -0.599 -0.419
H 1.777 1.531 -0.171
C -1.003 0.348 -1.396
H -0.515 -1.233 2.321
H 1.665 -0.208 1.589
C -0.368 1.347 -0.780
C 0.759 -0.108 0.992
H -1.405 -0.162 1.217
C 0.899 0.891 -0.136
*
```

As for the calculated total energy: -272.6766 Ha. For the relative energy (zero: lowest compared OMol25 entry of this formula, charge and spin), the calculation gives 108.76 kJ/mol. Its SMILES is C[C@@H]1[C@@H]2C=CC[C@H]12.


Look up the relative energy (zero: lowest compared OMol25 entry of this formula, charge and spin) of the second one.
108.76 kJ/mol


calculated total energy of number 1 (C7H10)?
-272.5858 Ha


The highest calculated total energy belongs to which entry?
number 1


What is the calculated total energy in the first record?
-272.5858 Ha